1.
Here is 12 unconnected molecules or ions with the total composition C58H136F12N8O14 from the OMol25 dataset. Energies are from wB97M-V/def2-TZVPD.

Properties
E_HOMO in eV: -11.84
LUMO energy in eV: -8.6005
Total charge: +4

Cartesian coordinates (Å):
C -4.408 -6.868 0.537
C -4.760 -5.379 0.423
C -5.254 -4.784 1.783
C -5.484 -3.222 1.703
N -5.556 -2.437 3.005
C -5.499 -0.896 2.809
C -5.215 -0.318 4.219
C -4.329 -1.302 4.919
C -4.350 -2.548 3.910
C -6.849 -2.876 3.740
H -4.162 -7.302 1.506
H -3.615 -7.141 -0.159
H -5.342 -7.325 0.212
H -5.566 -5.301 -0.307
H -3.873 -4.840 0.091
H -4.634 -5.151 2.601
H -6.225 -5.203 2.047
H -6.464 -3.004 1.278
H -4.727 -2.628 1.191
H -6.419 -0.505 2.376
H -4.613 -0.784 2.183
H -6.198 -0.308 4.689
H -4.811 0.695 4.217
H -4.857 -1.532 5.844
H -3.362 -0.908 5.229
H -4.342 -3.511 4.420
H -3.539 -2.398 3.197
H -7.645 -2.280 3.294
H -6.864 -2.555 4.781
H -7.056 -3.946 3.737
C 10.870 1.044 -1.152
C 9.463 1.290 -0.518
C 8.484 2.431 -1.059
C 7.031 2.384 -0.524
N 6.312 3.753 -0.579
C 6.955 4.952 0.128
C 6.747 4.739 1.612
C 5.262 4.322 1.551
C 4.945 3.686 0.199
C 5.979 4.184 -2.024
H 11.388 1.993 -1.296
H 10.696 0.613 -2.138
H 11.471 0.280 -0.660
H 9.669 1.397 0.547
H 8.907 0.356 -0.594
H 8.322 2.426 -2.137
H 9.014 3.367 -0.881
H 6.908 1.998 0.488
H 6.523 1.683 -1.185
H 6.569 5.914 -0.210
H 8.042 4.930 0.051
H 6.919 5.678 2.138
H 7.380 3.966 2.047
H 4.713 5.244 1.743
H 5.204 3.654 2.410
H 4.229 4.396 -0.215
H 4.691 2.626 0.237
H 6.892 4.088 -2.613
H 5.722 5.241 -2.077
H 5.247 3.446 -2.352
C 0.335 -5.119 -6.760
C 0.726 -4.633 -5.340
C 0.967 -5.717 -4.280
O 1.539 -5.340 -3.081
C 0.655 -4.597 -2.233
N 1.958 -3.761 -5.608
H 2.168 -3.231 -4.773
H 2.731 -4.401 -5.720
H 1.843 -3.145 -6.400
H 0.198 -4.340 -7.511
H -0.518 -5.795 -6.709
H 1.103 -5.761 -7.191
H -0.056 -3.969 -4.972
H 1.847 -6.246 -4.645
H 0.097 -6.360 -4.142
H 0.341 -5.209 -1.387
H -0.245 -4.204 -2.705
H 1.129 -3.692 -1.854
C -4.990 0.599 -3.352
C -3.656 1.304 -3.507
C -3.338 2.065 -4.790
O -2.038 2.505 -4.841
C -1.888 3.425 -5.911
N -3.306 2.190 -2.294
H -2.564 2.872 -2.366
H -3.965 2.834 -1.881
H -2.954 1.654 -1.514
H -5.201 -0.109 -4.153
H -5.930 1.149 -3.338
H -4.912 -0.019 -2.457
H -2.998 0.464 -3.279
H -4.090 2.849 -4.707
H -3.711 1.472 -5.625
H -1.887 2.867 -6.848
H -0.951 3.982 -5.933
H -2.739 4.105 -5.878
C 2.327 -3.663 1.029
C 2.839 -2.888 2.191
C 1.726 -2.254 3.104
O 0.909 -3.160 3.853
C -0.483 -3.224 3.397
N 3.599 -3.891 3.068
H 2.936 -4.576 3.401
H 4.302 -4.383 2.535
H 4.009 -3.435 3.870
H 1.856 -4.573 1.402
H 3.136 -4.077 0.429
H 1.538 -3.160 0.470
H 3.531 -2.107 1.873
H 1.167 -1.476 2.584
H 2.299 -1.665 3.820
H -0.749 -3.688 2.447
H -0.897 -2.228 3.238
H -1.064 -3.818 4.102
C -6.057 4.743 2.634
C -5.881 3.272 2.216
C -6.870 2.728 1.145
O -6.838 1.274 1.219
C -7.675 0.617 0.285
N -4.339 2.979 1.861
H -4.068 2.026 1.661
H -4.079 3.424 0.992
H -3.682 3.366 2.522
H -5.529 4.995 3.554
H -7.102 4.909 2.893
H -5.974 5.432 1.793
H -5.945 2.697 3.140
H -6.577 3.072 0.153
H -7.925 2.982 1.246
H -8.424 0.045 0.833
H -7.209 -0.162 -0.319
H -8.205 1.300 -0.379
C 1.240 5.728 1.859
C 0.138 5.732 0.861
C 0.540 5.983 -0.681
O 0.947 4.751 -1.393
C 1.313 5.028 -2.724
N -0.695 4.412 0.920
H -1.557 4.415 0.395
H -0.170 3.602 0.623
H -1.044 4.150 1.831
H 1.891 4.857 1.790
H 1.010 5.790 2.923
H 1.861 6.608 1.690
H -0.611 6.473 1.143
H 1.293 6.768 -0.757
H -0.262 6.514 -1.194
H 0.502 5.467 -3.305
H 1.595 4.065 -3.150
H 2.099 5.776 -2.824
C -2.836 -1.694 -4.910
C -2.660 -2.905 -5.884
C -3.011 -4.218 -5.156
O -2.155 -4.581 -4.135
C -2.636 -5.487 -3.097
N -3.527 -2.751 -7.196
H -3.186 -1.967 -7.734
H -3.405 -3.589 -7.747
H -4.494 -2.609 -6.942
H -2.744 -0.726 -5.403
H -2.107 -1.614 -4.104
H -3.786 -1.758 -4.378
H -1.647 -3.019 -6.270
H -2.932 -5.126 -5.754
H -4.019 -4.272 -4.744
H -3.602 -5.900 -3.386
H -2.820 -5.052 -2.114
H -1.825 -6.205 -2.973
C -1.653 3.617 4.855
O -0.222 3.835 4.767
O -2.244 4.227 3.718
C -2.104 2.183 5.387
F -1.288 1.665 6.228
F -3.304 2.095 5.905
F -2.158 1.408 4.288
C 0.595 2.820 4.117
C 2.106 3.103 4.254
H 2.187 4.168 4.041
H 2.550 2.999 5.244
H 2.596 2.458 3.524
H 0.284 2.895 3.075
H 0.341 1.854 4.553
H -1.887 4.274 5.693
C -1.659 -0.106 0.381
O -0.594 0.738 -0.193
O -2.821 0.697 0.440
C -1.825 -1.490 -0.318
F -2.163 -1.356 -1.608
F -0.603 -2.090 -0.309
F -2.769 -2.235 0.275
C 0.687 0.603 0.505
C 1.601 1.722 0.115
H 2.612 1.432 0.400
H 1.639 1.770 -0.974
H 1.238 2.670 0.513
H 1.116 -0.388 0.352
H 0.580 0.719 1.583
H -1.427 -0.346 1.418
C 3.377 -1.301 -2.597
O 2.388 -0.517 -3.372
O 3.729 -2.372 -3.458
C 4.632 -0.397 -2.119
F 5.250 0.163 -3.157
F 4.212 0.623 -1.364
F 5.625 -0.931 -1.488
C 0.940 -0.755 -3.254
C 0.151 0.436 -3.759
H 0.088 0.343 -4.843
H -0.842 0.307 -3.327
H 0.470 1.406 -3.379
H 0.654 -1.002 -2.232
H 0.694 -1.598 -3.900
H 2.881 -1.654 -1.693
C 4.949 -2.044 6.223
O 5.154 -1.443 4.877
O 4.455 -3.306 6.040
C 6.198 -1.729 7.109
F 5.767 -1.661 8.393
F 7.276 -2.507 7.143
F 6.665 -0.553 6.730
C 4.546 -0.220 4.565
C 4.765 0.253 3.083
H 3.770 0.544 2.748
H 5.355 1.162 2.958
H 5.322 -0.445 2.457
H 4.965 0.561 5.200
H 3.492 -0.167 4.837
H 4.124 -1.430 6.585



2.
Here is 11 unconnected molecules or ions with the total composition C58H137N7O8S4 from the OMol25 dataset. Energies are from wB97M-V/def2-TZVPD.

Properties
E_HOMO in eV: -7.75
LUMO energy in eV: 0.5041
SMILES string: O=S1(=O)CCCC1.O=S1(=O)CCCC1.O=S1(=O)CCCC1.O=S1(=O)CCCC1.CCN(CC)CC.CCN(CC)CC.CCN(CC)CC.CCN(CC)CC.CCN(CC)CC.CCN(CC)CC.CCN(CC)CC

Cartesian coordinates (Å):
C -3.933 -2.148 4.857
C -3.756 -0.610 5.009
N -4.430 0.170 4.016
C -4.795 1.588 4.399
C -5.969 1.645 5.340
C -3.779 -0.052 2.748
C -4.530 0.380 1.475
H -3.795 -2.710 5.781
H -3.260 -2.681 4.186
H -4.942 -2.372 4.513
H -4.185 -0.212 5.928
H -2.675 -0.467 4.987
H -3.954 2.128 4.835
H -5.121 2.090 3.488
H -6.870 1.206 4.911
H -5.794 1.057 6.242
H -6.233 2.622 5.744
H -3.734 -1.123 2.553
H -2.728 0.236 2.747
H -5.490 -0.127 1.371
H -3.971 0.091 0.585
H -4.666 1.460 1.426
C 0.030 0.015 3.599
C 1.014 0.860 4.503
N 2.375 0.993 3.920
C 2.480 1.609 2.606
C 2.442 3.100 2.599
C 3.462 1.393 4.842
C 3.761 0.423 5.995
H -0.724 -0.438 4.243
H 0.525 -0.738 2.985
H -0.593 0.677 2.998
H 0.593 1.844 4.709
H 1.050 0.343 5.463
H 3.450 1.160 2.391
H 1.681 1.265 1.948
H 1.558 3.367 3.177
H 3.219 3.641 3.138
H 2.306 3.548 1.614
H 3.062 2.250 5.384
H 4.371 1.720 4.336
H 4.326 0.884 6.805
H 4.347 -0.417 5.624
H 2.898 -0.030 6.482
C -5.104 5.398 3.030
C -3.654 5.151 3.584
N -2.642 6.053 2.930
C -2.675 7.331 3.599
C -2.219 8.372 2.580
C -1.283 5.531 2.701
C -1.109 4.331 1.793
H -5.520 6.280 3.517
H -5.801 4.626 3.355
H -5.390 5.598 1.997
H -3.705 5.327 4.659
H -3.299 4.129 3.450
H -3.716 7.632 3.714
H -2.236 7.392 4.595
H -2.390 9.381 2.955
H -1.140 8.365 2.428
H -2.672 8.339 1.590
H -0.671 5.318 3.577
H -0.622 6.290 2.282
H -1.361 3.447 2.379
H -0.053 4.157 1.586
H -1.648 4.363 0.846
C 0.631 -3.009 -5.253
C 1.092 -2.198 -6.435
N 1.491 -0.842 -6.164
C 0.443 0.001 -5.664
C 0.712 1.548 -5.604
C 2.745 -0.705 -5.401
C 3.978 -1.344 -6.144
H 0.234 -3.967 -5.590
H -0.162 -2.503 -4.703
H 1.441 -3.337 -4.602
H 1.837 -2.740 -7.018
H 0.238 -2.329 -7.100
H 0.173 -0.364 -4.673
H -0.471 -0.113 -6.248
H 1.056 2.031 -6.519
H 1.491 1.725 -4.861
H -0.181 2.054 -5.237
H 2.980 0.357 -5.348
H 2.703 -0.904 -4.330
H 3.965 -0.921 -7.149
H 4.977 -1.149 -5.755
H 4.023 -2.433 -6.146
C -6.032 3.814 -4.525
C -5.931 2.957 -3.242
N -4.620 3.054 -2.615
C -3.550 2.264 -3.283
C -3.683 0.736 -2.980
C -4.679 2.762 -1.136
C -5.526 3.759 -0.283
H -5.715 3.247 -5.400
H -5.436 4.704 -4.319
H -7.087 4.071 -4.618
H -6.737 3.147 -2.533
H -6.021 1.907 -3.520
H -3.566 2.495 -4.348
H -2.542 2.615 -3.064
H -4.706 0.376 -3.086
H -2.999 0.215 -3.650
H -3.394 0.526 -1.950
H -3.649 2.751 -0.781
H -5.106 1.761 -1.070
H -5.431 3.420 0.748
H -6.583 3.715 -0.549
H -5.137 4.773 -0.378
C 5.069 -7.219 -4.432
C 4.080 -6.223 -3.953
N 3.387 -6.591 -2.671
C 2.703 -7.880 -2.711
C 1.878 -8.192 -1.429
C 2.394 -5.543 -2.331
C 2.908 -4.086 -2.237
H 5.699 -7.590 -3.624
H 5.655 -6.857 -5.277
H 4.565 -8.122 -4.778
H 4.543 -5.238 -3.906
H 3.300 -6.181 -4.713
H 2.102 -8.041 -3.606
H 3.567 -8.542 -2.657
H 0.904 -7.736 -1.252
H 1.603 -9.246 -1.396
H 2.543 -8.080 -0.572
H 1.961 -5.712 -1.345
H 1.489 -5.566 -2.938
H 3.541 -4.044 -1.351
H 2.106 -3.349 -2.178
H 3.520 -3.776 -3.084
C 1.565 -6.916 2.357
C 2.670 -6.077 1.692
N 3.536 -5.351 2.694
C 4.800 -4.901 2.059
C 5.826 -4.191 3.005
C 2.854 -4.297 3.476
C 2.754 -2.946 2.798
H 2.056 -7.373 3.216
H 1.023 -7.695 1.820
H 0.797 -6.234 2.722
H 3.306 -6.808 1.193
H 2.257 -5.421 0.925
H 5.276 -5.720 1.519
H 4.568 -4.158 1.296
H 6.662 -3.910 2.365
H 5.534 -3.250 3.471
H 6.237 -4.796 3.813
H 3.481 -4.131 4.352
H 1.855 -4.603 3.787
H 2.339 -2.272 3.547
H 2.146 -3.083 1.904
H 3.681 -2.456 2.499
C 0.557 2.167 -1.783
C -0.277 1.931 -0.521
C -0.572 0.430 -0.261
S 0.730 -0.474 -1.139
O 0.061 -1.249 -2.192
O 1.674 -1.075 -0.222
C 1.557 0.972 -1.846
H 1.141 3.087 -1.732
H -0.165 2.076 -2.594
H -1.232 2.450 -0.438
H 0.177 2.348 0.378
H -1.503 0.063 -0.694
H -0.644 0.216 0.805
H 1.983 0.831 -2.839
H 2.372 1.167 -1.149
C -2.887 8.052 -3.040
C -3.591 6.757 -2.527
C -2.831 6.246 -1.277
S -1.031 6.563 -1.582
O -0.423 5.360 -2.107
O -0.475 7.254 -0.472
C -1.303 7.786 -2.949
H -3.269 8.871 -2.430
H -3.077 8.167 -4.107
H -3.471 6.015 -3.316
H -4.666 6.861 -2.375
H -2.977 5.220 -0.939
H -3.096 6.874 -0.427
H -0.921 7.352 -3.873
H -0.765 8.716 -2.763
C -0.990 -5.439 -0.291
C -2.521 -5.503 -0.201
C -2.795 -4.498 0.955
S -1.616 -3.068 0.751
O -0.891 -2.904 2.004
O -2.267 -1.923 0.131
C -0.561 -3.971 -0.414
H -0.611 -6.021 -1.131
H -0.474 -5.962 0.514
H -2.932 -6.441 0.171
H -2.940 -5.202 -1.161
H -2.731 -4.960 1.940
H -3.784 -4.070 0.792
H 0.437 -3.573 -0.233
H -0.807 -3.621 -1.417
C 5.985 -0.176 1.132
C 7.269 -0.520 0.383
C 7.219 0.122 -1.003
S 5.566 -0.234 -1.639
O 5.570 -1.417 -2.452
O 4.916 0.946 -2.117
C 4.863 -0.536 0.092
H 5.962 0.872 1.428
H 5.892 -0.854 1.980
H 7.242 -1.605 0.280
H 8.081 -0.051 0.939
H 7.954 -0.167 -1.754
H 7.278 1.206 -0.913
H 4.480 -1.555 0.158
H 4.014 0.117 0.296